Entry 1:
Below is a structure of composition C25H30BaN13S3, with properties calculated with the ωB97M-V functional and the def2-TZVPD basis.

```
72
Properties=species:S:1:pos:R:3:forces:R:3:mulliken_charge:R:1
Ba 0.21038 -0.05159 0.15508 -1.5 0.3 -1.1 1.448
S -1.72170 1.59141 -2.00006 -0.1 0.0 -0.1 -0.358
S -1.33936 1.62106 2.20396 0.0 0.2 0.2 -0.442
S 0.74572 3.23712 3.67043 0.0 0.0 0.0 -0.288
N -1.73401 -1.60552 -1.89170 0.1 0.0 0.0 -0.318
N 2.05243 1.09712 -1.46121 0.5 0.1 -0.4 0.611
N -3.54135 0.65348 -3.77739 0.0 0.0 0.0 0.217
N -2.27400 -3.03100 3.20311 0.0 0.0 -0.1 0.177
N -4.09258 -0.49377 -4.28158 0.1 0.0 0.0 -0.760
N 2.54898 -0.98844 -2.58232 0.0 0.1 -0.1 -0.757
N 2.23716 -3.31102 3.15783 0.0 -0.1 0.0 -0.453
N -0.00466 -3.11662 2.77959 0.0 0.0 0.0 -0.088
N -2.57304 -0.91760 -2.75616 0.0 0.0 0.1 0.190
N 1.48558 -1.76562 1.56029 0.5 -0.9 0.6 -0.060
N 1.33023 1.56036 1.79334 0.4 0.7 0.6 0.037
N 1.64796 -1.52762 -1.92824 0.2 -0.1 -0.1 1.268
N -1.37334 -1.84390 1.38033 -0.2 -0.6 0.1 0.041
C 2.26722 2.40662 -1.36840 0.0 -0.1 0.0 -0.605
C 3.12546 3.09402 -2.21890 0.0 0.0 0.0 -0.745
C 0.50799 -4.99119 -1.42292 0.0 0.0 0.0 -0.844
C 3.54306 3.67117 3.78069 0.0 0.0 0.0 -0.459
C 3.78981 2.38893 -3.20348 0.0 0.0 0.0 -0.503
C -2.60396 0.45463 -2.83984 0.1 0.0 0.0 0.142
C 2.11974 -3.59833 -3.22476 0.0 -0.1 0.0 -0.588
C -3.71779 -2.89562 -3.83046 0.0 0.0 0.0 -1.190
C 2.70198 0.42880 -2.41470 0.0 -0.1 0.0 -0.362
C 1.51635 -2.93944 -2.15920 -0.1 0.2 0.1 -0.468
C 1.26341 -2.66332 2.44919 0.0 0.0 0.1 0.175
C 0.29389 2.05137 2.45658 0.1 -0.1 0.0 0.176
C 2.53112 2.10131 2.22487 0.0 0.0 0.0 -0.850
C 4.78754 3.34100 3.26969 0.0 0.0 0.0 -0.522
C 3.78940 1.77862 1.71834 0.0 0.0 0.0 -0.144
C -3.48893 -1.44314 -3.64958 0.0 0.0 0.0 0.873
C 4.90824 2.40052 2.24540 0.0 0.0 0.0 -0.701
C 3.58002 1.02034 -3.30263 0.1 0.1 0.0 -0.264
C 1.91092 -4.95764 -3.38037 0.0 0.0 0.0 -0.619
C 1.10933 -5.65509 -2.48232 0.0 0.0 0.0 -0.576
C -1.25361 -2.61883 2.40006 0.1 0.1 0.1 -0.033
C -2.06742 -3.85904 4.38105 0.0 0.0 0.1 -0.981
C 2.42143 3.04600 3.25226 0.0 0.0 0.0 0.788
C -3.60767 -2.53208 2.90521 0.0 0.0 0.0 -1.056
C 0.70663 -3.62714 -1.26187 0.0 0.0 0.0 0.084
H -4.46402 -3.03474 -4.60771 0.0 0.0 0.0 0.364
H 3.26413 4.15837 -2.09472 0.0 0.0 0.0 0.451
H 2.73690 -3.04375 -3.91698 0.0 0.0 0.0 0.490
H -2.79912 -3.40456 -4.12612 0.0 0.0 0.0 0.284
H -4.29939 -2.90914 3.65150 0.0 0.0 0.0 0.262
H 0.95388 -6.71779 -2.61254 0.0 0.0 0.0 0.433
H -0.02078 -3.82324 3.49184 0.0 0.0 0.0 0.119
H 2.48393 -1.56872 1.51787 0.0 0.0 0.0 -0.171
H 3.17783 -2.96590 3.08177 0.0 0.0 0.0 0.240
H 0.25583 -3.09770 -0.43011 0.0 0.0 0.0 0.758
H 3.44912 4.40094 4.57393 0.0 0.0 0.0 0.402
H -3.02873 -4.03491 4.85242 0.0 0.0 0.0 0.273
H -1.07737 -2.17389 -2.41670 0.0 0.0 0.0 0.136
H 3.88173 1.05637 0.91475 0.0 0.0 0.0 0.338
H 5.88880 2.15735 1.85732 0.0 0.0 0.0 0.404
H -3.95054 -2.87146 1.92399 0.0 0.0 0.0 0.350
H 4.07845 0.41011 -4.04174 0.0 0.0 0.0 0.532
H 2.37360 -5.47849 -4.20777 0.0 0.0 0.0 0.408
H -3.84625 1.55336 -4.10718 0.0 0.0 0.0 0.174
H -1.42713 -3.37042 5.12007 0.0 0.0 0.0 0.362
H 1.74285 2.92646 -0.57394 0.0 0.0 0.0 0.521
H -3.63936 -1.44038 2.93810 0.0 0.0 0.0 0.399
H -2.27088 -2.19820 -1.26836 0.0 0.0 0.0 0.190
H -4.08026 -3.35576 -2.90989 0.0 0.0 0.0 0.284
H 4.46702 2.88952 -3.88214 0.0 0.0 0.0 0.405
H 5.67266 3.81781 3.66822 0.0 0.0 0.0 0.387
H -0.11171 -5.53379 -0.72098 0.0 0.0 0.0 0.467
H -1.65659 -4.84116 4.12852 0.0 0.0 0.0 0.357
H -2.32720 -1.50921 1.30423 0.0 0.1 0.0 0.004
H 2.02244 -3.79367 4.01256 0.0 0.0 0.0 0.184
```
Forces are in eV/Å.

Its maximum force is 1.85 eV/A. The calculation puts the LUMO energy at -3.44 eV. The relative energy (zero: lowest compared OMol25 entry of this formula, charge and spin) is 0.9350 eV. As for the total charge: +1. Its gap between HOMO and LUMO is 0.2108 hartree.

Entry 2:
Below is a structure of composition C43H43Cl3IrN4OP2S, with properties calculated with the ωB97M-V functional and the def2-TZVPD basis.

```
98
Properties=species:S:1:pos:R:3:forces:R:3:mulliken_charge:R:1
Ir 1.11885 1.62755 -0.10039 0.3 -0.4 -0.1 2.020
Cl -7.71404 -6.64962 -1.15433 0.0 0.0 0.0 -0.201
Cl -6.37556 0.67943 -0.70320 0.0 0.0 0.0 -0.190
Cl -3.11669 -4.82812 0.87053 0.0 0.0 0.0 -0.215
S -8.19916 -1.31159 0.53923 -0.1 0.0 0.0 -0.182
P 1.76265 3.85147 -0.19913 -0.1 0.5 0.5 0.986
P -0.81053 2.63987 0.67376 0.0 0.2 0.1 1.265
O -3.44734 -1.78990 0.72568 0.2 0.2 -0.1 -0.250
N -1.72467 -1.10762 -1.51368 -0.2 0.0 0.0 0.628
N 11.11047 1.59296 0.25337 0.0 0.0 0.0 -0.480
N -0.47479 0.60742 -1.02321 -0.1 0.0 -0.4 0.020
N 1.70845 -0.30364 0.02454 -0.4 -0.6 0.2 0.427
C -2.36403 2.57731 -0.27267 0.0 -0.1 0.0 -1.320
C 2.14205 -0.77038 3.67800 0.0 0.0 0.0 -0.769
C 3.36706 4.48635 0.37194 0.1 -0.1 -0.4 -1.478
C -1.28889 1.96058 2.28243 0.0 0.0 0.1 -1.670
C 1.50475 -2.46383 -1.10440 -0.1 0.0 0.0 -0.089
C 1.51557 4.71839 -1.77151 -0.1 0.0 0.0 -1.574
C -1.69332 -0.30794 -2.63342 0.0 -0.1 0.0 -0.862
C 1.82212 -1.09835 -1.13066 0.1 0.0 0.1 0.192
C 7.81582 1.21324 1.36431 0.0 0.0 0.0 -0.787
C 9.96175 1.58728 0.23789 -0.1 0.0 0.0 -0.111
C -5.73361 -1.16351 1.25669 -0.1 0.1 0.1 -0.012
C 2.18431 -0.79928 1.25523 0.3 0.0 -0.2 0.066
C 2.18357 -0.53170 -2.35239 0.0 0.0 0.0 -0.437
C 1.53921 -3.21875 -2.26432 0.0 0.0 0.0 -0.822
C -4.72871 -3.28636 -0.72097 0.0 0.0 -0.1 -0.199
C -7.64094 -2.39996 1.73754 0.0 0.0 0.0 -0.362
C -6.57223 -5.35960 -0.99929 0.0 0.0 0.0 0.359
C -6.64978 -0.60055 0.42048 0.0 0.1 0.0 0.735
C 1.64739 -0.33647 2.45575 -0.1 0.0 0.0 -0.274
C 4.30950 1.62324 0.19676 0.1 -0.2 -0.1 1.117
C -6.80245 -4.15597 -1.64346 0.0 0.0 0.0 -1.049
C 3.17872 -1.68753 3.73063 0.0 0.0 0.0 -0.694
C -6.32858 -2.20874 2.02664 0.0 -0.1 -0.1 -1.111
C 2.21081 -1.29477 -3.51292 0.0 0.0 0.0 -0.749
C 7.84139 1.94739 -0.93692 0.0 0.0 0.0 -0.829
C 3.24160 -1.71443 1.31739 0.1 0.0 0.0 -0.338
C 6.45901 1.95398 -0.94800 0.0 0.0 0.0 -0.163
C 3.09982 1.64666 0.19750 0.0 0.7 0.4 -1.959
C 6.43407 1.21708 1.34976 0.0 0.0 0.0 -0.405
C 0.78369 4.77725 1.06039 0.0 0.1 -0.2 -1.187
C -5.43943 -5.55163 -0.22754 0.0 0.0 0.0 -0.844
C 5.74151 1.59497 0.19562 -0.1 0.0 0.1 0.210
C -0.67190 4.45186 0.86358 -0.1 -0.1 0.0 -0.854
C -4.52784 -4.51632 -0.09983 0.0 0.0 0.0 1.048
C -0.90798 0.75415 -2.32148 0.0 0.0 0.1 -1.182
C -2.46392 -2.35576 -1.35310 0.1 0.0 0.1 -1.319
C -4.28410 -0.79780 1.31850 -0.1 -0.2 0.0 -0.036
C 1.88812 -2.64111 -3.48082 0.0 0.0 0.0 -0.713
C -0.98637 -0.52406 -0.56648 0.0 0.1 -0.1 -0.188
C -3.77693 -2.11376 -0.61902 -0.1 -0.1 0.2 0.155
C 8.52183 1.58218 0.22149 0.1 0.0 0.0 0.557
C 3.72189 -2.15384 2.53848 0.0 0.0 0.0 -0.776
C -5.87682 -3.13785 -1.49451 0.0 0.0 0.0 -0.260
H 8.39943 2.22079 -1.82189 0.0 0.0 0.0 0.453
H -2.19197 -0.58420 -3.54613 0.0 0.0 0.0 0.635
H 3.60998 4.04431 1.33384 0.0 0.0 0.0 0.404
H 1.21997 -2.92945 -0.16844 0.0 0.0 0.0 0.591
H 3.25416 5.56877 0.46802 0.0 0.0 0.0 0.577
H -2.76238 1.56982 -0.36477 0.0 0.0 0.0 0.006
H 1.64407 5.78524 -1.58542 0.0 0.1 -0.2 0.440
H -0.60271 1.58525 -2.93246 0.0 0.0 0.0 0.587
H -3.09270 3.20107 0.24876 0.0 0.0 0.0 0.533
H 0.52547 4.52485 -2.18260 0.0 0.0 0.1 0.345
H 8.35484 0.92132 2.25514 0.0 0.0 0.0 0.455
H -4.12656 0.17527 0.84209 0.0 0.0 -0.1 -0.115
H 5.92495 2.22653 -1.84882 0.0 0.0 0.0 0.497
H -1.84344 -3.04665 -0.78554 0.0 0.0 0.0 0.382
H -0.47913 2.06908 3.00293 0.0 0.0 0.0 0.387
H -1.32910 4.85235 1.63644 0.0 -0.1 0.1 0.545
H -1.51431 0.89780 2.18060 0.0 0.0 0.0 0.318
H 1.16018 4.40393 2.01704 -0.1 0.0 0.0 0.386
H 5.87777 0.91824 2.22831 0.0 0.0 0.0 0.531
H -6.06145 -2.18387 -1.97691 0.0 0.0 0.0 0.491
H -1.02120 4.85536 -0.09175 0.0 0.1 0.0 0.442
H 3.56046 -2.03357 4.68157 0.0 0.0 0.0 0.435
H -5.77970 -2.79994 2.74710 0.0 0.0 0.0 0.441
H 1.70375 -0.39403 4.59429 0.0 0.0 0.0 0.451
H -4.27490 -1.25662 -1.08715 0.0 0.0 0.0 0.304
H 1.29116 -4.27211 -2.21600 0.0 0.0 0.0 0.456
H 3.70747 -2.05919 0.40415 0.0 0.0 0.0 0.496
H 0.83662 0.37967 2.42151 0.0 0.0 0.0 -0.067
H -8.31918 -3.11941 2.16778 0.0 0.0 0.0 0.487
H -0.80271 -0.95640 0.40281 0.0 0.0 0.0 0.494
H 1.92283 -3.23792 -4.38230 0.0 0.0 0.0 0.432
H 2.50365 -0.82918 -4.44586 0.0 0.0 0.0 0.457
H -2.17481 2.48512 2.64394 0.0 0.0 0.0 0.565
H -2.20668 2.97791 -1.27334 0.0 0.0 0.0 0.449
H 4.17327 4.26727 -0.32178 0.0 0.0 0.0 0.343
H -7.69285 -4.01904 -2.24064 0.0 0.0 0.0 0.445
H 2.46959 0.51324 -2.38028 0.0 0.0 0.0 0.291
H -5.26340 -6.49559 0.26796 0.0 0.0 0.0 0.473
H -3.94896 -0.74041 2.35416 0.0 0.0 0.0 0.520
H -2.63701 -2.77697 -2.34143 0.0 0.0 0.0 0.369
H 4.54400 -2.85835 2.55790 0.0 0.0 0.0 0.423
H 0.97425 5.85109 1.02548 0.1 0.0 -0.1 0.591
H 2.25189 4.38883 -2.50475 0.0 0.0 0.1 0.411
```
Forces are in eV/Å.

Its maximum force is 0.77 eV/A. The calculation puts the LUMO energy at -2.94 eV. The relative energy (zero: lowest compared OMol25 entry of this formula, charge and spin) is 2.5127 eV. As for the total charge: +1. Its gap between HOMO and LUMO is 0.2390 hartree.

Entry 3:
Below is the molecule CH4NO2P, with properties calculated with the ωB97M-V functional and the def2-TZVPD basis.

```
9
Properties=species:S:1:pos:R:3:forces:R:3:mulliken_charge:R:1
P 0.51279 -0.10142 0.85421 3.2 -1.2 0.7 0.308
O -0.11636 1.18452 1.09653 -2.0 1.9 0.7 -0.563
O -0.51749 -0.81755 -0.72212 -4.4 -0.3 -0.4 -0.266
N 1.99834 0.48209 0.25293 -4.4 1.1 1.1 -0.411
C -1.78036 -0.75722 -0.64526 1.0 -1.0 -1.7 -0.015
H 1.87942 1.45879 0.50901 1.0 0.1 -0.6 0.263
H -2.41922 -1.72718 -0.91205 1.4 1.9 0.7 0.233
H 2.82048 0.07118 0.04333 3.1 -1.4 -0.6 0.178
H -2.37761 0.20679 -0.47658 1.2 -1.2 0.3 0.273
```
Forces are in eV/Å.

Its maximum force is 4.69 eV/A. The calculation puts the LUMO energy (alpha / beta) at -0.93 / -0.93 eV. The relative energy (zero: lowest compared OMol25 entry of this formula, charge and spin) is 2.1344 eV. Its gap between HOMO and LUMO (alpha / beta) is 0.2859 / 0.2859 hartree.

Which value of relative energy (zero: lowest compared OMol25 entry of this formula, charge and spin) does entry 3 give? 2.1344 eV

The lowest maximum force belongs to which entry? C43H43Cl3IrN4OP2S